No. 1
Molecular formula: C58H113N3O39
Method: DFT, ωB97M-V/def2-TZVPD

Atoms and positions in Å:
C: 20.586 21.498 17.993
C: 21.688 21.300 16.894
O: 22.823 22.139 17.187
C: 23.863 22.165 16.448
O: 24.156 21.457 15.466
O: 24.697 23.082 16.951
C: 26.116 23.149 16.569
H: 19.650 20.967 17.820
H: 20.381 22.541 18.235
H: 21.159 21.038 18.798
H: 21.251 21.565 15.931
H: 22.105 20.300 16.774
H: 26.554 22.210 16.906
H: 26.668 23.935 17.085
H: 26.290 23.412 15.525
C: 12.634 13.593 20.153
C: 13.230 13.400 18.763
O: 12.732 14.192 17.667
C: 11.492 14.050 17.254
O: 10.667 13.200 17.601
O: 11.329 14.944 16.290
C: 10.059 15.360 15.916
H: 12.066 14.523 20.153
H: 13.461 13.658 20.860
H: 11.913 12.811 20.391
H: 13.142 12.355 18.467
H: 14.247 13.792 18.762
H: 9.349 15.476 16.735
H: 9.815 14.515 15.273
H: 10.068 16.325 15.410
C: 11.991 18.516 16.378
C: 12.082 20.003 16.575
O: 11.029 20.730 15.996
C: 11.172 21.087 14.698
O: 12.048 20.716 13.935
O: 10.189 21.861 14.533
C: 9.744 22.192 13.225
H: 11.056 18.077 16.727
H: 12.774 18.091 17.006
H: 12.257 18.173 15.378
H: 13.117 20.241 16.330
H: 12.133 20.298 17.623
H: 10.592 22.579 12.660
H: 8.986 22.968 13.117
H: 9.394 21.254 12.793
C: 25.021 19.101 18.985
C: 24.571 18.459 17.692
O: 25.400 17.357 17.218
C: 24.942 16.021 17.281
O: 23.873 15.625 17.821
O: 25.956 15.323 16.992
C: 25.914 13.871 17.256
H: 24.450 20.003 19.206
H: 26.100 19.203 19.099
H: 24.761 18.433 19.807
H: 24.730 19.246 16.955
H: 23.523 18.167 17.762
H: 25.219 13.360 16.589
H: 25.624 13.543 18.254
H: 26.959 13.613 17.084
C: 23.559 10.772 15.655
C: 22.809 11.824 14.786
O: 23.578 13.036 14.812
C: 22.976 14.213 14.475
O: 21.779 14.385 14.326
O: 23.955 15.099 14.377
C: 23.665 16.448 14.012
H: 22.918 10.171 16.300
H: 24.396 11.218 16.192
H: 23.922 10.025 14.949
H: 21.771 11.999 15.070
H: 22.929 11.487 13.756
H: 23.423 16.611 12.962
H: 24.620 16.950 14.162
H: 22.956 16.967 14.658
C: 20.537 12.752 17.876
C: 19.753 13.067 19.175
O: 19.482 11.796 19.914
C: 19.999 11.532 21.118
O: 20.854 12.224 21.665
O: 19.661 10.280 21.513
C: 20.234 9.717 22.703
H: 20.631 13.562 17.152
H: 20.129 11.884 17.357
H: 21.593 12.530 18.025
H: 18.783 13.445 18.853
H: 20.307 13.788 19.776
H: 19.954 10.157 23.660
H: 21.320 9.643 22.666
H: 19.850 8.697 22.738
C: 17.364 23.174 23.098
C: 18.573 22.647 22.288
O: 18.312 21.491 21.534
C: 17.586 21.503 20.358
O: 17.272 22.518 19.736
O: 17.494 20.287 19.851
C: 16.745 19.997 18.681
H: 16.769 23.602 22.291
H: 17.689 23.947 23.794
H: 16.724 22.547 23.719
H: 19.268 22.313 23.059
H: 19.017 23.449 21.699
H: 17.045 20.537 17.783
H: 15.700 20.151 18.951
H: 16.809 18.930 18.470
C: 18.755 12.653 14.309
C: 17.635 12.931 13.293
O: 16.968 11.799 12.812
C: 16.135 11.066 13.596
O: 15.790 11.291 14.786
O: 15.651 10.213 12.746
C: 14.732 9.200 13.264
H: 18.470 12.041 15.165
H: 19.102 13.617 14.681
H: 19.622 12.214 13.817
H: 18.060 13.599 12.543
H: 16.865 13.540 13.765
H: 15.263 8.573 13.980
H: 14.340 8.580 12.458
H: 13.970 9.649 13.901
C: 18.282 24.792 16.791
C: 18.483 23.995 15.476
O: 17.971 22.704 15.575
C: 16.611 22.486 15.451
O: 15.775 23.379 15.422
O: 16.267 21.162 15.526
C: 17.255 20.129 15.306
H: 18.652 24.321 17.702
H: 17.231 25.075 16.857
H: 18.844 25.719 16.677
H: 19.515 23.810 15.178
H: 18.089 24.601 14.661
H: 16.818 19.131 15.286
H: 18.111 20.242 15.971
H: 17.742 20.228 14.336
C: 18.666 15.992 22.480
C: 18.201 16.199 20.974
O: 16.958 16.904 21.086
C: 15.844 16.400 20.663
O: 15.639 15.163 20.607
O: 14.904 17.377 20.373
C: 13.589 16.949 20.026
H: 17.910 15.611 23.167
H: 18.990 16.987 22.787
H: 19.563 15.374 22.493
H: 18.126 15.305 20.355
H: 18.895 16.826 20.413
H: 12.956 17.774 19.699
H: 12.956 16.532 20.810
H: 13.428 16.218 19.234
C: 14.237 17.863 13.206
C: 14.244 16.629 12.340
O: 13.485 15.598 13.015
C: 13.458 14.364 12.533
O: 13.939 13.958 11.467
O: 12.982 13.549 13.547
C: 12.763 12.178 13.268
H: 14.754 17.769 14.160
H: 13.224 18.163 13.476
H: 14.608 18.801 12.793
H: 15.301 16.396 12.207
H: 13.841 16.800 11.342
H: 13.333 11.731 12.454
H: 11.729 11.880 13.098
H: 13.062 11.506 14.073
C: 20.596 16.801 16.539
C: 19.682 17.495 17.507
O: 18.280 17.555 17.204
C: 17.500 16.487 17.267
O: 17.793 15.421 17.797
O: 16.378 16.685 16.645
C: 15.359 15.701 16.609
H: 20.598 17.434 15.652
H: 20.221 15.827 16.225
H: 21.623 16.807 16.904
H: 20.040 18.524 17.539
H: 19.797 17.109 18.519
H: 15.680 14.764 16.154
H: 14.487 16.160 16.145
H: 15.139 15.347 17.616
C: 18.359 17.342 13.130
C: 18.791 17.187 11.648
O: 17.614 16.987 10.836
C: 17.272 15.818 10.254
O: 17.856 14.701 10.128
O: 16.080 16.044 9.593
C: 15.549 15.148 8.678
H: 19.265 17.224 13.723
H: 17.711 16.577 13.558
H: 17.897 18.320 13.266
H: 19.425 16.325 11.437
H: 19.266 18.062 11.204
H: 14.947 15.665 7.931
H: 15.156 14.266 9.183
H: 16.394 14.733 8.128
C: 22.850 15.819 20.806
C: 22.036 17.010 20.529
N: 21.386 17.937 20.373
H: 23.192 15.945 21.833
H: 23.826 15.950 20.339
H: 22.247 14.937 20.591
C: 23.829 19.474 12.596
C: 22.609 19.269 13.413
N: 21.664 19.018 14.005
H: 24.706 19.224 13.192
H: 23.848 20.503 12.237
H: 23.845 18.730 11.800
C: 16.332 12.075 17.693
C: 16.118 10.615 17.867
N: 15.944 9.447 18.017
H: 17.373 12.132 17.376
H: 16.200 12.749 18.540
H: 15.687 12.395 16.874

## Properties
- Strongest force on any atom: 5.6 eV/A
- E_HOMO: -0.3804 hartree
- E: -146296.546 eV
- E_LUMO: 0.30 eV
- Frontier orbital gap: 10.653 eV
- ΔE to the lowest compared entry with this formula, charge and spin: 82.6 kcal/mol

---

No. 2
Molecular formula: C58H119NO13
Method: DFT, ωB97M-V/def2-TZVPD

Atoms and positions in Å:
C: -4.120 -2.121 0.020
C: -3.861 -1.175 1.241
C: -3.878 0.119 0.602
O: -4.859 0.024 -0.410
C: -5.016 -1.311 -0.893
H: -4.560 -3.085 0.275
H: -3.187 -2.422 -0.456
H: -2.964 -1.424 1.809
H: -4.691 -1.368 1.921
H: -2.959 0.301 0.045
H: -4.090 0.950 1.275
H: -4.795 -1.604 -1.919
H: -6.033 -1.585 -0.613
C: 3.795 -2.310 -1.111
C: 4.978 -2.301 -2.123
C: 4.925 -0.946 -2.833
O: 3.862 -0.249 -2.208
C: 2.917 -1.218 -1.727
H: 4.211 -2.072 -0.132
H: 3.210 -3.221 -0.980
H: 4.967 -3.184 -2.763
H: 5.907 -2.307 -1.554
H: 4.741 -1.149 -3.888
H: 5.896 -0.454 -2.887
H: 2.225 -1.402 -2.548
H: 2.285 -0.854 -0.916
C: -0.081 -1.751 4.907
C: 1.027 -1.712 3.862
C: 0.434 -0.874 2.777
O: -0.952 -1.078 2.894
C: -1.249 -1.971 4.021
H: -0.183 -0.790 5.410
H: 0.053 -2.498 5.689
H: 1.359 -2.670 3.462
H: 1.890 -1.149 4.217
H: 0.840 -1.277 1.850
H: 0.591 0.196 2.917
H: -1.345 -3.029 3.776
H: -2.180 -1.576 4.426
C: 0.417 2.386 3.522
C: 0.705 2.108 4.981
C: 1.990 1.213 4.874
O: 2.417 1.254 3.508
C: 1.795 2.314 2.855
H: -0.158 3.291 3.324
H: -0.172 1.550 3.147
H: -0.098 1.652 5.559
H: 0.863 3.036 5.530
H: 1.747 0.195 5.178
H: 2.722 1.633 5.564
H: 1.813 2.150 1.777
H: 2.421 3.190 3.024
C: -2.937 -0.355 -4.563
C: -4.169 -0.327 -3.620
C: -3.663 0.397 -2.433
O: -2.803 1.373 -3.006
C: -2.278 0.989 -4.270
H: -3.266 -0.369 -5.602
H: -2.372 -1.259 -4.334
H: -4.546 -1.329 -3.412
H: -4.986 0.221 -4.089
H: -3.119 -0.246 -1.741
H: -4.533 0.769 -1.892
H: -1.192 0.915 -4.326
H: -2.643 1.713 -4.998
C: 4.184 -1.294 1.767
C: 3.136 -0.682 2.646
C: 3.719 -0.454 3.960
O: 4.755 -1.421 4.028
C: 5.311 -1.621 2.718
H: 4.514 -0.521 1.074
H: 3.827 -2.083 1.105
H: 2.248 -1.312 2.595
H: 2.814 0.205 2.099
H: 2.975 -0.594 4.744
H: 4.013 0.582 4.125
H: 5.601 -2.659 2.552
H: 6.190 -0.977 2.720
C: 0.228 4.795 -0.383
C: -1.080 4.555 0.330
C: -0.683 3.775 1.613
O: 0.505 3.155 1.229
C: 0.937 3.494 -0.070
H: 0.731 5.605 0.145
H: 0.212 4.959 -1.461
H: -1.714 3.953 -0.321
H: -1.597 5.492 0.539
H: -1.445 3.067 1.938
H: -0.533 4.477 2.434
H: 0.549 2.753 -0.770
H: 2.006 3.569 -0.265
C: -0.785 -2.276 -3.176
C: 0.072 -1.332 -3.990
C: 1.279 -2.137 -4.422
O: 1.263 -3.313 -3.535
C: 0.239 -3.194 -2.520
H: -1.470 -2.870 -3.780
H: -1.338 -1.734 -2.409
H: 0.377 -0.452 -3.422
H: -0.473 -0.912 -4.835
H: 2.209 -1.599 -4.237
H: 1.300 -2.443 -5.468
H: 0.719 -2.827 -1.612
H: -0.188 -4.183 -2.358
C: -5.591 3.923 0.063
C: -4.648 2.778 0.472
C: -3.298 3.413 0.069
O: -3.426 4.823 0.377
C: -4.839 5.206 0.399
H: -6.557 3.824 0.558
H: -5.746 3.966 -1.015
H: -4.979 1.889 -0.065
H: -4.709 2.609 1.547
H: -3.135 3.258 -0.998
H: -2.520 2.921 0.652
H: -5.231 5.906 -0.338
H: -5.204 5.474 1.391
C: -1.335 -5.769 1.759
C: -1.571 -4.645 2.768
C: -2.629 -3.798 2.145
O: -2.177 -3.845 0.780
C: -1.656 -5.138 0.458
H: -2.005 -6.619 1.894
H: -0.309 -6.134 1.730
H: -0.681 -4.017 2.815
H: -1.798 -4.945 3.791
H: -2.788 -2.787 2.519
H: -3.620 -4.248 2.207
H: -0.718 -4.916 -0.052
H: -2.325 -5.762 -0.134
C: 3.043 1.444 -2.245
C: 4.045 1.520 -1.151
C: 3.480 2.645 -0.330
O: 2.805 3.507 -1.196
C: 2.713 2.957 -2.489
H: 2.168 0.866 -1.950
H: 3.477 1.095 -3.182
H: 5.061 1.638 -1.529
H: 4.053 0.592 -0.580
H: 4.249 3.219 0.186
H: 2.810 2.140 0.365
H: 3.378 3.445 -3.201
H: 1.699 3.179 -2.821
C: 2.892 -4.265 0.991
C: 2.052 -3.045 1.340
C: 0.691 -3.702 1.558
O: 0.642 -4.790 0.655
C: 1.947 -5.045 0.109
H: 3.144 -4.850 1.876
H: 3.790 -4.010 0.429
H: 2.007 -2.405 0.460
H: 2.401 -2.478 2.203
H: -0.121 -3.018 1.309
H: 0.562 -4.100 2.565
H: 1.943 -4.720 -0.931
H: 2.239 -6.095 0.080
C: -1.133 4.587 -3.480
C: -1.093 3.117 -2.985
C: 0.110 2.470 -3.679
O: 0.824 3.618 -4.106
C: 0.344 4.850 -3.586
H: -1.537 5.186 -2.665
H: -1.731 4.614 -4.391
H: -1.952 2.663 -3.478
H: -1.133 3.047 -1.898
H: -0.240 1.922 -4.554
H: 0.637 1.893 -2.919
H: 0.708 5.670 -4.205
H: 0.743 5.075 -2.597
C: 2.205 0.335 0.871
C: 0.958 1.062 0.333
N: 0.033 0.186 -0.334
C: -0.834 0.916 -1.233
C: -1.895 1.760 -0.450
C: -0.576 -0.864 0.431
C: -1.292 -1.845 -0.446
H: 2.559 -0.382 0.131
H: 1.916 -0.261 1.736
H: 2.966 1.068 1.140
H: 0.430 1.512 1.174
H: 1.213 1.873 -0.350
H: -0.319 1.500 -1.995
H: -1.294 0.176 -1.888
H: -2.686 2.075 -1.130
H: -2.347 1.286 0.420
H: -1.390 2.613 0.004
H: -1.278 -0.534 1.197
H: 0.138 -1.379 1.074
H: -1.548 -2.641 0.253
H: -0.626 -2.289 -1.186
H: -2.220 -1.435 -0.844

## Properties
- Strongest force on any atom: 8.4 eV/A
- E_HOMO: -0.2505 hartree
- E: -90133.762 eV
- E_LUMO: 0.61 eV
- Frontier orbital gap: 7.430 eV
- ΔE to the lowest compared entry with this formula, charge and spin: 958.3 kcal/mol

---

Among the records above, which one has the lowest ΔE to the lowest compared entry with this formula, charge and spin? C58H113N3O39

---

Which formula does entry 1 have? C58H113N3O39

---

Look up the ΔE to the lowest compared entry with this formula, charge and spin of the second one. 958.3 kcal/mol

---

Which of these has the lowest frontier orbital gap? C58H119NO13